Here is 8 unconnected molecules or ions with the total composition C8H33NO10 in a non-equilibrium geometry from the OMol25 dataset. Energies are from the ωB97M-V functional and the def2-TZVPD basis.

Summary:
Charge: +1
ΔE to the lowest compared entry with this formula, charge and spin: 0.000 eV
Highest occupied orbital energy (spin up / spin down): -12.010 / -12.010 eV
⟨S²⟩: 0.755
2S+1: 2
LUMO (spin up / spin down): -0.09604 / -0.31089 Eh
Calculated total energy: -30785.15122 eV

Structure (XYZ):
```
52
Properties=species:S:1:pos:R:3:forces:R:3
O 6.46376 -24.12759 -7.46823 0.2 -0.1 0.1
H 6.83621 -23.80867 -6.64616 0.3 -0.2 0.7
H 7.17150 -24.62819 -7.87410 0.1 -0.2 -0.3
O 3.60288 -21.32136 -3.73111 -0.3 -0.6 0.9
H 3.62754 -21.84780 -4.53016 0.1 0.1 -1.0
H 4.23941 -20.62304 -3.88406 0.2 0.3 0.0
O 3.17674 -20.96051 -9.32517 -0.7 0.9 -0.1
H 3.07517 -20.99981 -10.27614 -0.1 0.2 -0.2
H 3.65682 -21.75798 -9.10194 0.6 -0.5 0.0
O 4.37580 -22.73587 -6.13218 -0.2 -0.1 0.9
H 3.72239 -22.62022 -6.82205 -0.6 0.2 -0.4
H 5.14354 -23.08497 -6.58490 -0.1 -0.1 0.2
O 4.60682 -23.10125 -8.97807 -0.5 -0.1 -0.4
H 4.43190 -23.83159 -9.57157 -0.2 -0.1 -0.2
H 5.24888 -23.44518 -8.35703 0.7 -0.2 0.0
C -0.72494 -21.14748 -8.37653 1.4 0.2 0.2
C 0.15618 -22.13279 -7.54223 0.4 0.7 0.3
O 1.47297 -21.50109 -7.27593 -1.7 -1.3 0.2
O -2.08772 -21.43125 -8.50955 -0.4 -0.8 0.8
H -0.26875 -21.11744 -9.36602 0.2 0.1 -0.1
H -0.52931 -20.19460 -7.88477 -0.3 0.4 -0.1
H 0.18315 -23.10316 -8.03796 0.6 -0.1 -0.2
H -0.17900 -22.33887 -6.52573 -0.6 0.3 -0.1
H 1.88570 -21.22049 -8.09600 0.2 0.2 -0.8
H -2.46696 -21.08463 -9.32048 0.4 0.1 0.0
C 6.80946 -26.46908 -3.75929 0.4 0.9 0.3
C 7.51699 -25.09919 -3.68077 -0.1 0.4 -0.5
O 6.89300 -24.15583 -4.55760 -0.9 0.4 -0.8
O 5.70445 -26.55171 -2.86379 0.4 -0.3 0.3
H 7.57616 -27.20268 -3.51012 -0.4 -0.2 0.4
H 6.44043 -26.72306 -4.75298 0.3 0.4 -0.3
H 8.56011 -25.08714 -3.99675 0.2 -0.8 0.3
H 7.43260 -24.59784 -2.71659 0.2 -0.9 0.6
H 7.33246 -23.31911 -4.38920 -0.1 0.3 0.0
H 5.11423 -25.81422 -3.03514 0.0 0.1 -0.1
C 2.13374 -25.85552 -3.02144 -1.7 0.1 0.1
C 2.36779 -24.32081 -2.77182 2.2 -2.3 0.4
C 2.10949 -23.96135 -1.28394 -0.6 -1.2 1.2
O 0.77015 -24.25211 -0.75356 2.9 -0.5 -0.5
C -0.35015 -23.52287 -1.15728 -0.3 0.4 -0.5
N 3.81894 -24.09417 -3.17750 -5.0 1.6 0.2
H 2.16939 -26.28822 -4.02124 0.5 0.8 -0.4
H 1.07881 -25.99641 -2.78613 0.0 -0.2 0.4
H 2.70068 -26.55088 -2.40245 0.2 0.6 0.4
H 1.73492 -23.69940 -3.40539 0.1 0.3 -0.8
H 2.55624 -23.08145 -0.82100 -0.5 1.0 -0.9
H 2.79534 -24.68862 -0.84944 -0.6 -0.6 0.7
H -0.47532 -23.59611 -2.23758 -0.3 0.0 -0.2
H -0.34683 -22.46327 -0.90167 0.3 0.1 0.2
H -1.19692 -23.99160 -0.65591 0.0 0.0 -0.1
H 3.83998 -24.19252 -4.18248 1.1 -0.7 -0.8
H 3.97339 -23.12856 -2.92483 1.7 1.1 0.5
```
Forces are in eV/Å.

***

Here is 8 unconnected molecules or ions with the total composition C8H34NO8 in a non-equilibrium geometry from the OMol25 dataset. Energies are from the ωB97M-V functional and the def2-TZVPD basis.

Summary:
Charge: +1
ΔE to the lowest compared entry with this formula, charge and spin: 0.000 eV
Highest occupied orbital energy: -10.153 eV
LUMO: -0.09543 Eh
Calculated total energy: -26707.50621 eV

Structure (XYZ):
```
51
Properties=species:S:1:pos:R:3:forces:R:3
O -0.25990 -1.27554 0.93392 -1.8 1.3 0.0
H -0.79044 -2.03509 0.68252 -0.9 -1.2 -0.2
H 0.38306 -1.03680 0.26221 1.9 0.3 -2.1
H 0.20112 -1.45210 1.75726 1.8 -1.1 1.9
O 3.24649 -0.59371 1.29855 2.0 1.6 0.2
H 2.78515 -0.47580 0.46497 -1.7 0.2 -2.4
H 2.72048 -1.19450 1.83143 -2.1 -2.6 2.4
H 4.11832 -0.95813 1.12910 0.5 -0.4 0.1
O 1.45630 1.92507 -1.50016 2.1 1.8 -0.9
H 1.53300 0.96929 -1.45333 0.4 -3.7 0.4
H 0.60260 2.14908 -1.12251 -2.8 0.9 1.6
H 1.48287 2.24350 -2.40542 0.1 -0.1 -0.6
C -0.34779 -2.01221 4.00075 0.0 -0.2 0.2
C 1.05821 -2.56854 3.85264 0.5 1.4 -0.2
O 1.63243 -2.43368 2.59528 -0.4 0.8 -1.5
H -1.09734 -2.65588 3.54036 -0.2 -0.1 0.1
H -0.45689 -1.01067 3.58466 0.1 0.2 0.0
H -0.49199 -1.95141 5.07946 -0.6 0.0 0.0
H 1.00714 -3.57385 4.27078 0.4 -0.5 -0.2
H 1.65605 -1.94870 4.52084 0.2 -0.2 0.8
C 2.67551 -0.74318 -3.19311 -0.9 -0.6 0.3
C 2.30527 -1.48297 -1.89930 0.7 -0.1 0.8
O 1.57993 -0.71318 -0.94826 0.3 1.4 0.1
H 1.73890 -0.71945 -3.75015 0.1 0.8 -0.4
H 3.39947 -1.26090 -3.82236 0.0 -0.3 0.2
H 3.11752 0.22681 -2.96543 -0.2 0.2 -0.1
H 3.24313 -1.79522 -1.43994 0.4 -0.2 0.2
H 1.79020 -2.42546 -2.08509 -0.2 0.0 -0.4
C -3.04068 3.37786 -0.20825 -1.0 0.7 -0.4
C -2.06533 2.42633 -0.82373 -2.4 -2.1 -0.6
C -2.26044 2.16089 -2.35550 0.6 0.6 1.4
O -1.40091 1.14056 -2.82167 -0.1 0.4 0.2
C -1.80427 -0.14208 -2.38034 0.3 -0.5 -0.6
N -0.76800 2.81328 -0.41267 1.6 0.1 -0.8
H -2.89482 4.37723 -0.61823 0.0 0.2 0.1
H -2.87174 3.40303 0.86829 -0.1 0.2 0.1
H -4.08706 3.12087 -0.37302 0.0 -0.1 0.0
H -2.27438 1.48549 -0.31461 0.1 -0.4 -0.2
H -2.04250 3.09535 -2.87258 0.2 -0.1 -0.4
H -3.30777 1.92219 -2.54049 -0.1 -0.1 0.0
H -1.69514 -0.29120 -1.30611 0.0 0.1 0.1
H -1.16586 -0.85580 -2.90105 0.1 0.0 0.2
H -2.82107 -0.37807 -2.69422 -0.3 0.2 0.1
H -0.65962 3.72303 -0.83777 0.5 0.7 0.4
H -0.87772 2.94012 0.58331 0.7 0.3 0.2
O 1.15399 1.27515 2.04828 0.0 -0.1 -0.4
H 0.51473 1.98563 2.10114 -0.1 0.1 0.1
H 1.58511 1.27615 2.90290 0.2 -0.1 0.3
O -2.18604 -3.12144 0.56195 0.2 0.2 -0.1
H -3.09560 -2.88043 0.38631 -0.2 0.2 -0.1
H -2.22343 -4.05077 0.78819 0.2 -0.3 0.1
```
Forces are in eV/Å.

***

Here is 13 unconnected molecules or ions with the total composition C8H36O12 in a non-equilibrium geometry from the OMol25 dataset. Energies are from the ωB97M-V functional and the def2-TZVPD basis.

Summary:
Charge: 0
ΔE to the lowest compared entry with this formula, charge and spin: 5.194 eV
Highest occupied orbital energy: -9.124 eV
LUMO: 0.00887 Eh
Calculated total energy: -33445.92278 eV

Structure (XYZ):
```
56
Properties=species:S:1:pos:R:3:forces:R:3
C 1.16485 -0.11894 -0.99730 2.2 4.4 2.1
C 0.22025 0.86421 -0.10014 2.7 -2.9 -1.7
C 0.39528 2.15727 -0.22263 -1.4 1.5 0.5
C -1.82308 -0.03412 0.79887 0.6 -1.0 2.0
C -0.51472 0.08170 0.94864 1.7 2.4 -0.9
C 0.36942 -0.44916 2.10214 -1.2 4.0 1.9
C -3.53204 -0.05470 2.53379 0.4 -2.5 0.3
C -2.67842 -0.73449 1.72461 -0.3 0.1 2.7
H 0.64614 -0.70529 -1.60236 -2.7 -2.8 -2.3
H 1.91099 0.39628 -1.72770 -1.2 -0.3 1.6
H 1.75295 -0.71843 -0.30957 -0.1 0.0 -0.2
H -0.15638 2.82724 0.47318 0.5 -0.3 -0.7
H 0.92114 2.59979 -1.08082 0.0 -0.3 0.6
H -2.46098 0.26903 0.04342 0.0 1.4 -2.0
H 0.61487 -1.37460 1.80708 0.4 -3.7 -0.3
H -0.26982 -0.38951 3.01414 0.4 -0.8 -0.5
H 1.35375 0.05433 2.47227 -1.8 -0.1 -1.5
H -3.47166 1.01403 2.70152 -0.4 0.0 -0.6
H -4.18001 -0.67163 3.20528 0.6 0.9 -0.4
H -2.39879 -1.79528 1.89622 -1.1 0.4 -0.2
H -1.53003 -2.45089 -3.63939 -0.4 -0.5 -0.5
H -0.58076 -1.66673 -4.32169 1.2 1.4 -0.3
O -1.14620 -2.38184 -4.53518 -0.9 -0.9 0.8
H -0.91018 5.02044 0.81103 -3.4 1.6 -8.9
H -1.41438 4.75551 2.11968 1.1 0.1 -0.4
O -0.59624 4.86461 1.57956 2.2 -1.6 9.3
H 3.19848 -1.78084 0.58281 4.9 4.9 -3.3
H 2.09159 -1.89945 1.52666 -1.2 1.7 1.8
O 2.65644 -2.33891 0.96019 -3.3 -7.0 2.0
H 3.24308 2.49172 1.48245 0.1 -0.8 -0.4
H 3.48307 2.56179 -0.01177 0.2 -1.0 0.8
O 3.57803 1.92417 0.74185 -0.5 2.2 -0.3
H 1.29997 -3.41881 0.82740 -0.9 -0.9 -0.7
H 0.36470 -4.56075 1.43325 0.3 1.3 -2.0
O 0.48778 -3.97692 0.60721 0.8 -0.5 2.8
H 3.86124 0.36712 0.16710 1.2 -0.9 -0.1
H 5.21821 -0.57078 -0.10033 -1.3 0.6 0.2
O 4.23424 -0.53199 -0.08060 0.4 0.3 -0.2
H -0.87654 -4.03848 -1.54037 -1.2 1.0 -0.2
H -2.16646 -3.75982 -0.61647 0.9 0.5 -1.2
O -1.65272 -3.39306 -1.38722 -0.3 -1.6 1.2
H -2.32392 1.49012 -3.47776 -1.2 -1.2 -3.4
H -1.68849 1.07344 -2.24369 -0.2 0.6 0.0
O -2.09266 1.85453 -2.68344 1.3 0.7 3.5
H -2.65387 -1.09833 -1.59183 0.3 0.9 -1.0
H -1.40846 -1.63731 -1.53525 1.9 -1.9 0.7
O -1.76398 -0.88808 -1.96640 -2.3 1.2 -0.2
H 1.19837 4.13368 2.09967 -1.2 0.2 0.1
H 1.55387 3.55258 3.48582 -2.5 -1.5 4.9
O 1.85254 3.80566 2.70202 3.9 1.1 -5.0
H 1.13842 -4.30144 -2.38737 1.7 1.2 -2.1
H 0.70360 -4.46985 -1.02833 0.0 -0.5 0.8
O 0.49437 -4.76667 -1.92686 -1.2 -1.2 1.2
H -1.37718 4.75964 -1.59206 -0.9 -0.4 0.7
H -2.31409 3.58977 -1.23555 0.3 0.5 0.1
O -2.02553 4.46847 -0.90583 0.6 -0.1 -1.0
```
Forces are in eV/Å.

***

Here is a molecular structure, C8H3NS3 in a non-equilibrium geometry from the OMol25 dataset. Energies are from the ωB97M-V functional and the def2-TZVPD basis.

Summary:
Charge: 0
ΔE to the lowest compared entry with this formula, charge and spin: 0.000 eV
Highest occupied orbital energy (spin up / spin down): -7.912 / -7.912 eV
LUMO (spin up / spin down): -0.07926 / -0.07916 Eh
Calculated total energy: -42335.69993 eV

Structure (XYZ):
```
15
Properties=species:S:1:pos:R:3:forces:R:3
C 0.08601 -0.26663 0.00349 0.0 -0.4 -0.3
C -0.74694 0.41572 -0.86217 -0.1 0.1 -0.2
C 0.66018 0.24933 1.19803 -0.1 0.3 0.1
C -0.51147 2.19762 0.62783 -0.3 0.1 -0.6
C -1.07936 1.76134 -0.56253 1.1 -1.4 1.2
C 0.33124 1.54054 1.51279 -0.2 0.2 -0.2
C -0.62820 3.50257 1.13286 0.4 -0.6 0.4
C -1.32855 4.37503 0.43261 -0.2 1.7 0.4
N -1.76831 2.77123 -1.08926 -0.8 0.6 -0.9
S 0.48346 3.01897 2.53815 -0.2 0.2 -0.2
S -2.02688 5.67971 -0.08673 0.2 -0.4 0.2
S -2.62570 2.95229 -2.37904 0.1 -0.2 0.1
H 0.33709 -1.28790 -0.24933 0.0 0.0 0.0
H -1.12396 -0.06252 -1.75322 0.0 -0.1 -0.1
H 1.31515 -0.37129 1.78637 0.1 -0.1 0.1
```
Forces are in eV/Å.

***

The highest ΔE to the lowest compared entry with this formula, charge and spin belongs to which entry? C8H36O12

***

Number 2 is which compound? C8H34NO8